Record 1
Density functional theory data (wB97M-V/def2-TZVPD) for C3H6FN3 in the gas phase at a distorted geometry.

The geometry in XYZ format:
```
13
Properties=species:S:1:pos:R:3:lowdin_charge:R:1
N -2.919 -1.103 -0.105 0.19
C -1.949 -0.422 0.037 -0.29
N -1.220 0.460 0.403 0.09
C -0.083 1.168 0.119 -0.25
C 1.061 0.312 -0.383 -0.18
N 1.646 -0.600 0.634 0.05
F 2.148 -1.848 -0.084 -0.16
H -3.361 -1.787 0.344 0.01
H 0.078 1.796 0.912 0.09
H -0.313 1.847 -0.732 0.14
H 0.513 -0.363 -1.225 0.17
H 1.870 0.819 -0.794 0.08
H 2.528 -0.281 0.872 0.07
```

Values from the calculation:
- SMILES: N=C=NCCNF

Record 2
Density functional theory data (wB97M-V/def2-TZVPD) for a 2-piece molecular cluster, CH5PS3 overall at a distorted geometry.

The geometry in XYZ format:
```
10
Properties=species:S:1:pos:R:3:lowdin_charge:R:1
C -1.159 -1.191 -0.264 -0.47
P -0.634 0.469 -0.885 0.41
S 4.317 0.124 -0.074 0.02
S -1.952 1.644 0.192 0.33
S 2.369 -0.098 0.099 0.04
H -0.425 -1.840 -0.666 -0.01
H -1.015 -1.299 0.818 0.03
H -2.248 -1.342 -0.375 0.03
H -1.165 2.630 0.086 -0.27
H 1.913 0.903 1.069 -0.10
```

Record 3
Density functional theory data (wB97M-V/def2-TZVPD) for a 3-piece molecular cluster, C5H14O2 overall at a distorted geometry.

The geometry in XYZ format:
```
21
Properties=species:S:1:pos:R:3:lowdin_charge:R:1
C -0.928 2.056 1.503 -0.09
C -0.165 0.761 1.754 -0.16
C -0.472 -0.431 1.269 -0.16
C 0.419 -1.639 1.214 -0.23
C 0.522 -2.289 -0.201 -0.10
H -1.238 2.039 0.460 0.05
H -0.181 2.852 1.465 0.07
H -1.769 2.208 2.173 0.07
H 0.681 0.870 2.428 0.10
H -1.370 -0.610 0.678 0.11
H 1.443 -1.525 1.549 0.10
H -0.015 -2.425 1.843 0.10
H 1.489 -2.201 -0.691 0.07
H -0.170 -1.966 -0.990 0.04
H 0.174 -3.321 -0.109 0.07
O 1.847 1.568 -2.697 -0.06
H 1.146 1.174 -3.240 0.04
H 1.597 1.347 -1.796 0.01
O -1.226 -0.281 -1.773 -0.07
H -1.791 0.458 -1.518 0.04
H -0.479 -0.124 -1.182 -0.01
```

Values from the calculation:
- SMILES: C/C=C/CC.O.O

Record 4
Density functional theory data (wB97M-V/def2-TZVPD) for C5H6O2 as an isolated structure.

The geometry in XYZ format:
```
13
Properties=species:S:1:pos:R:3:lowdin_charge:R:1
C 0.383 -1.226 -0.983 0.00
C 0.339 -0.314 0.220 -0.55
C -0.060 -0.652 1.544 0.18
C -0.752 0.831 0.368 0.00
C 0.455 1.721 0.112 -0.47
O 0.615 2.892 -0.040 0.15
O 1.375 0.731 0.114 0.08
H 1.245 -1.893 -0.877 0.09
H 0.508 -0.666 -1.913 0.09
H -0.520 -1.839 -1.041 0.09
H -1.082 0.964 1.413 0.12
H -0.910 -1.350 1.404 0.06
H -1.596 0.799 -0.319 0.14
```

Computed relative energy (zero: lowest compared OMol25 entry of this formula, charge and spin) (kJ/mol) in order:
354.9 261.1 118.0 383.4